Molecular formula: C5H11N
Method: DFT, the ωB97M-V functional and the def2-TZVPD basis

electronic energy = -251.40532 hartree
net charge = +1
2S+1 = 2
molar mass = 85.1 g/mol
HOMO energy (alpha / beta) = -15.37 / -14.91 eV
orbital gap (alpha / beta) = 9.99 / 9.10 eV

Element x y z (Å)
C1 0.84 -1.42 0.89
C2 -0.61 -1.15 0.28
C3 -0.53 0.17 -0.49
C4 -0.64 1.52 0.23
N1 0.57 1.51 1.17
C5 -0.10 0.04 -1.83
H1 0.86 -2.01 1.82
H2 1.36 -0.46 1.19
H3 1.41 -1.91 0.06
H4 -1.34 -1.09 1.08
H5 -0.77 -2.03 -0.32
H6 -1.66 1.86 0.57
H7 -0.47 2.25 -0.64
H8 0.89 2.44 1.36
H9 0.05 -0.95 -2.22
H10 -0.51 0.87 -2.37
H11 0.68 0.37 -0.80



Molecular formula: C22H33N2O5PSY
Method: DFT, the ωB97M-V functional and the def2-TZVPD basis

electronic energy = -2121.93008 hartree
net charge = -1
2S+1 = 1
molar mass = 557.5 g/mol
HOMO energy = -4.64 eV
orbital gap = 7.36 eV

Element x y z (Å)
Y1 -0.54 0.62 1.07
C1 -0.02 -1.08 3.01
C2 -0.85 -1.68 2.01
C3 -0.02 -2.48 1.20
C4 1.30 -2.36 1.67
C5 1.29 -1.51 2.78
H1 -0.38 -0.58 3.90
H2 -1.93 -1.77 2.08
H3 -0.33 -3.09 0.36
H4 2.15 -2.89 1.28
H5 2.16 -1.24 3.38
O1 -3.25 2.89 -0.31
S1 -2.08 2.80 0.55
O2 -1.75 4.03 1.23
O3 -2.24 1.68 1.56
O4 -0.89 2.33 -0.29
C6 0.36 2.71 3.41
C7 1.50 2.49 2.40
C8 2.79 2.21 3.18
C9 1.67 3.77 1.57
O5 1.22 1.40 1.57
H6 0.56 3.58 4.04
H7 0.25 1.83 4.05
H8 -0.57 2.89 2.88
H9 3.03 3.04 3.84
H10 3.63 2.05 2.49
H11 2.67 1.30 3.78
H12 1.95 4.61 2.21
H13 0.73 4.00 1.07
H14 2.45 3.62 0.81
C10 -3.70 1.41 -3.43
C11 -3.38 0.39 -2.39
C12 -4.03 -0.74 -1.95
C13 -3.28 -1.21 -0.85
N1 -2.23 -0.43 -0.64
N2 -2.29 0.51 -1.61
C14 -3.58 -2.41 -0.02
H15 -4.64 1.18 -3.91
H16 -2.91 1.46 -4.18
H17 -3.77 2.38 -2.94
H18 -4.94 -1.17 -2.34
H19 -1.74 1.36 -1.46
H20 -4.40 -2.98 -0.46
H21 -3.88 -2.11 0.99
H22 -2.71 -3.06 0.07
C15 1.59 1.07 -1.91
P1 1.54 -0.25 -0.61
C16 3.30 -0.17 -0.11
C17 1.51 -1.74 -1.70
C18 2.51 -2.70 -1.75
C19 2.35 -3.85 -2.52
C20 1.19 -4.04 -3.25
C21 0.19 -3.09 -3.21
C22 0.34 -1.95 -2.44
H23 2.49 1.01 -2.51
H24 1.54 2.02 -1.38
H25 0.71 1.00 -2.55
H26 3.94 -0.26 -0.99
H27 3.52 -0.96 0.61
H28 3.44 0.79 0.37
H29 3.42 -2.57 -1.17
H30 3.14 -4.59 -2.54
H31 1.07 -4.94 -3.85
H32 -0.73 -3.24 -3.77
H33 -0.46 -1.23 -2.38



> Among the records above, which one has the lowest molar mass?

C5H11N



> Which of these has the lowest net charge?

C22H33N2O5PSY



> The lowest electronic energy belongs to which entry?

C22H33N2O5PSY



> The highest 2S+1 belongs to which entry?

C5H11N